Record 1
98
Properties=species:S:1:pos:R:3:mulliken_spin:R:1 method="wB97M-V/def2-TZVPD" total_energy_ha=-2535.302959 spin_multiplicity=2 orbital_gap_ev="4.19 / 4.00" charge=0
Au 1.304 2.145 -0.484 0.029
C 4.480 1.224 0.095 -0.004
N 3.519 2.292 -0.114 0.007
C 3.854 3.528 0.008 0.000
C 2.875 4.547 -0.080 0.000
C 2.954 5.940 -0.149 0.000
C 1.646 6.397 -0.309 0.000
C 0.824 5.266 -0.329 0.000
N 1.562 4.157 -0.183 0.006
C 4.030 0.314 1.215 0.003
C 3.665 -1.002 0.964 0.003
C 3.245 -1.827 1.999 -0.004
C 3.178 -1.337 3.294 -0.002
C 3.532 -0.019 3.550 0.000
C 3.955 0.801 2.516 0.002
H 5.453 1.663 0.345 0.000
H 4.591 0.651 -0.827 0.000
H 4.895 3.803 0.189 0.000
H 3.857 6.529 -0.094 0.000
H 1.317 7.421 -0.401 0.000
H -0.250 5.213 -0.432 0.000
H 3.711 -1.387 -0.048 0.000
H 2.968 -2.852 1.784 0.001
H 2.852 -1.980 4.102 0.000
H 3.481 0.372 4.560 0.000
H 4.218 1.833 2.722 0.000
C -2.608 3.723 0.547 0.005
C -1.615 2.614 0.806 0.015
O -1.059 2.123 -0.203 0.002
C -1.393 2.150 2.151 -0.001
C -2.162 2.694 3.208 -0.004
C -2.032 2.260 4.498 0.007
C -1.101 1.245 4.790 -0.001
C -0.323 0.701 3.807 -0.004
C -0.420 1.126 2.450 0.015
O 0.353 0.595 1.575 0.105
H -2.601 3.952 -0.516 0.001
H -2.357 4.619 1.115 0.000
H -3.613 3.406 0.831 0.001
H -2.881 3.473 2.991 0.000
H -2.640 2.689 5.283 0.001
H -1.001 0.893 5.810 0.000
H 0.399 -0.077 4.026 -0.003
C -4.974 -3.236 3.918 0.000
C -3.975 -2.678 2.938 0.009
C -4.376 -1.882 1.874 0.001
C -3.459 -1.369 0.960 -0.058
C -3.954 -0.499 -0.171 0.058
C -2.114 -1.698 1.127 0.129
Te -0.570 -0.753 -0.277 0.430
N 1.002 0.300 -1.272 0.035
C 1.768 -0.660 -1.794 0.049
O 1.548 -1.880 -1.600 0.031
C 2.930 -0.264 -2.653 0.000
C 3.964 -1.178 -2.836 0.000
C 5.071 -0.835 -3.595 -0.001
C 5.144 0.418 -4.190 0.000
C 4.102 1.322 -4.032 0.000
C 2.997 0.984 -3.266 0.000
C -1.458 -1.624 -2.033 0.239
C -1.570 -3.020 -2.095 -0.104
C -1.020 -3.940 -1.032 0.053
C -2.190 -3.594 -3.199 0.004
C -2.681 -2.832 -4.247 0.002
C -3.352 -3.469 -5.435 0.000
C -2.526 -1.454 -4.180 -0.004
C -1.924 -0.832 -3.093 -0.068
C -1.797 0.672 -3.133 0.013
C -1.669 -2.461 2.205 -0.032
C -0.217 -2.800 2.435 0.060
C -2.622 -2.953 3.092 -0.005
H -5.945 -2.752 3.814 0.000
H -4.626 -3.100 4.943 0.000
H -5.108 -4.307 3.755 0.001
H -5.427 -1.637 1.757 0.000
H -4.893 -0.017 0.100 0.003
H -4.126 -1.091 -1.073 0.002
H -3.226 0.275 -0.419 0.003
H 3.881 -2.153 -2.373 0.001
H 5.875 -1.549 -3.728 0.000
H 6.008 0.685 -4.786 0.000
H 4.151 2.292 -4.510 0.000
H 2.184 1.687 -3.140 0.001
H -0.158 -3.493 -0.540 -0.015
H -0.698 -4.878 -1.484 0.002
H -1.776 -4.168 -0.278 -0.001
H -2.270 -4.677 -3.246 0.002
H -3.366 -4.555 -5.343 0.000
H -2.829 -3.209 -6.356 0.000
H -4.382 -3.120 -5.527 0.000
H -2.889 -0.839 -4.999 0.000
H -2.720 1.125 -3.501 0.002
H -0.994 0.962 -3.814 0.004
H -1.570 1.097 -2.163 -0.008
H 0.445 -2.098 1.932 -0.024
H 0.005 -3.806 2.069 0.005
H 0.012 -2.777 3.502 0.000
H -2.294 -3.558 3.932 0.001


Record 2
105
Properties=species:S:1:pos:R:3:lowdin_charge:R:1 method="wB97M-V/def2-TZVPD" total_energy_ha=-8318.515624 orbital_gap_ev=6.41 e_above_lowest_kj_mol=16.08 charge=-2
Hg 1.316 2.463 0.292 0.717
N -4.128 -0.788 0.821 0.060
C -2.871 -0.212 0.915 -0.843
S -2.344 0.790 -0.422 0.550
N -2.227 -0.448 2.013 0.002
N -0.929 -0.002 2.033 0.061
C -0.415 0.266 3.170 -0.213
C -1.146 0.257 4.469 -0.177
C -0.637 -0.468 5.543 -0.036
C -1.297 -0.486 6.763 -0.101
C -2.469 0.238 6.926 -0.115
C -2.977 0.974 5.863 -0.086
C -2.323 0.980 4.641 -0.035
C 1.042 0.617 3.179 -0.288
C 1.510 1.612 4.030 -0.047
C 2.844 1.979 3.949 -0.080
C 3.665 1.328 3.045 -0.073
C 3.117 0.332 2.248 -0.166
N 1.830 -0.021 2.298 0.101
H -4.425 -0.930 -0.131 0.045
H -4.218 -1.608 1.408 0.079
H 0.289 -1.018 5.416 0.117
H -0.892 -1.060 7.588 0.091
H -2.983 0.235 7.881 0.088
H -3.884 1.552 5.988 0.096
H -2.709 1.560 3.816 0.097
H 0.828 2.112 4.705 0.087
H 3.227 2.779 4.574 0.100
H 4.708 1.590 2.926 0.105
H 3.735 -0.165 1.502 0.087
C -1.645 4.455 -0.558 -0.072
C -1.284 4.647 0.885 -0.307
C -0.554 5.744 1.322 -0.044
C -0.223 5.876 2.656 -0.118
C -0.669 4.881 3.510 -0.756
Br -0.298 5.053 5.388 0.650
N -1.339 3.817 3.147 0.058
C -1.624 3.699 1.844 -0.124
H -2.225 5.304 -0.928 0.081
H -2.229 3.545 -0.689 0.024
H -0.754 4.357 -1.182 0.056
H -0.218 6.487 0.607 0.120
H 0.359 6.708 3.023 0.092
H -2.132 2.788 1.541 0.070
Br 4.505 5.094 -0.402 0.572
C 4.383 3.421 -1.366 -0.791
C 3.436 3.329 -2.366 -0.180
C 3.393 2.121 -3.053 -0.072
C 4.276 1.118 -2.698 -0.038
C 5.140 1.306 -1.621 -0.193
N 5.193 2.476 -0.965 0.102
C 5.980 0.129 -1.119 -0.708
O 7.074 -0.060 -1.682 -0.050
O 5.410 -0.543 -0.227 -0.059
H 2.736 4.121 -2.585 0.085
H 2.633 1.978 -3.809 0.098
H 4.264 0.160 -3.203 0.113
C -1.931 2.175 -3.542 -0.115
C -0.468 2.094 -3.104 -0.780
O 0.246 3.085 -3.343 -0.075
N 0.081 1.020 -2.508 -0.249
Te -1.045 -0.659 -2.562 1.699
C -2.080 -2.193 -1.404 -0.353
C -1.570 -2.928 -0.336 -0.273
C -0.249 -2.641 0.305 -0.051
C -2.329 -3.985 0.175 -0.014
C -3.568 -4.322 -0.336 -0.282
C -4.358 -5.477 0.219 -0.062
C -4.071 -3.553 -1.380 -0.044
C -3.355 -2.490 -1.918 -0.349
C -4.028 -1.684 -3.006 -0.110
C 0.710 -1.845 -2.783 -0.307
C 1.863 -1.611 -2.035 -0.274
C 1.961 -0.642 -0.901 -0.131
C 3.013 -2.353 -2.327 0.002
C 3.025 -3.322 -3.313 -0.266
C 4.283 -4.085 -3.630 -0.054
C 1.845 -3.571 -4.013 -0.034
C 0.687 -2.848 -3.765 -0.305
C -0.556 -3.170 -4.557 -0.090
H -2.132 3.210 -3.814 0.069
H -2.629 1.854 -2.768 -0.013
H -2.090 1.544 -4.421 0.054
H -0.010 -1.583 0.282 0.034
H 0.553 -3.196 -0.189 0.095
H -0.276 -2.928 1.357 0.086
H -1.928 -4.543 1.016 0.116
H -3.909 -5.850 1.140 0.069
H -4.396 -6.305 -0.494 0.074
H -5.387 -5.185 0.437 0.073
H -5.058 -3.774 -1.778 0.110
H -5.077 -1.975 -3.079 0.071
H -3.563 -1.841 -3.983 0.062
H -3.985 -0.613 -2.796 0.045
H 1.041 -0.091 -0.725 -0.029
H 2.756 0.080 -1.085 0.049
H 2.224 -1.171 0.015 0.076
H 3.909 -2.146 -1.745 0.120
H 5.051 -3.894 -2.882 0.078
H 4.684 -3.784 -4.601 0.077
H 4.094 -5.160 -3.671 0.070
H 1.830 -4.345 -4.775 0.107
H -0.379 -4.032 -5.202 0.069
H -0.858 -2.330 -5.187 0.066
H -1.399 -3.408 -3.902 0.060


Record 3
108
Properties=species:S:1:pos:R:3:lowdin_charge:R:1 method="wB97M-V/def2-TZVPD" total_energy_ha=-4548.147859 orbital_gap_ev="5.83 / 5.31" e_above_lowest_kj_mol=77.75 charge=+2
Sn 0.682 0.468 -0.795 1.601
O -0.397 1.026 -3.028 -0.691
S -0.915 1.757 -4.242 1.021
C -2.198 0.699 -5.006 -0.298
C -3.415 0.408 -4.146 -0.211
C -3.115 -0.517 -2.952 -0.231
C -3.933 -0.105 -1.741 -0.315
S -3.343 -0.950 -0.249 0.991
O -1.960 -0.407 0.003 -0.626
C -4.454 -0.067 0.848 -0.400
C -4.035 1.119 1.426 -0.079
C -4.917 1.819 2.237 -0.065
C -6.192 1.321 2.471 -0.066
C -6.597 0.126 1.889 -0.063
C -5.724 -0.578 1.072 -0.086
C -1.982 3.063 -3.639 -0.395
C -2.407 4.035 -4.537 -0.075
C -3.154 5.104 -4.068 -0.058
C -3.465 5.198 -2.717 -0.060
C -3.035 4.217 -1.832 -0.058
C -2.288 3.143 -2.293 -0.096
H -1.666 -0.213 -5.285 0.103
H -2.472 1.239 -5.915 0.098
H -4.179 -0.041 -4.782 0.125
H -3.828 1.352 -3.786 0.105
H -2.060 -0.440 -2.688 0.072
H -3.306 -1.559 -3.217 0.123
H -4.996 -0.338 -1.839 0.112
H -3.807 0.961 -1.539 0.087
H -3.028 1.472 1.233 0.105
H -4.609 2.755 2.688 0.109
H -6.874 1.864 3.114 0.112
H -7.594 -0.254 2.072 0.114
H -6.033 -1.504 0.599 0.114
H -2.160 3.954 -5.590 0.118
H -3.484 5.871 -4.757 0.115
H -4.039 6.041 -2.356 0.113
H -3.277 4.293 -0.778 0.110
H -1.925 2.380 -1.616 0.086
Cl 4.590 6.462 3.112 0.803
C 3.969 5.064 2.371 -0.627
C 4.693 3.868 2.436 -0.102
C 4.183 2.746 1.846 -0.547
Cl 5.021 1.268 1.909 0.816
C 2.896 2.747 1.135 -0.340
O 2.477 1.701 0.637 -0.065
C 2.203 4.034 1.080 -0.082
C 0.930 4.207 0.366 -0.175
O 0.332 3.358 -0.255 -0.007
C 2.736 5.132 1.695 -0.029
H 5.645 3.830 2.945 0.121
H 0.513 5.229 0.420 0.139
H 2.205 6.076 1.656 0.127
N -0.513 -3.082 -0.868 0.196
C 0.470 -2.795 -1.760 -0.617
N 0.996 -3.822 -2.459 0.195
O 0.851 -1.631 -1.958 -0.107
H -0.702 -4.030 -0.596 0.109
H -0.772 -2.337 -0.236 0.056
H 0.725 -4.775 -2.308 0.111
H 1.692 -3.620 -3.155 0.122
C -2.265 -5.737 4.378 -0.031
C -1.719 -4.363 4.669 -0.204
C -2.368 -3.558 5.605 0.008
C -1.945 -2.258 5.876 -0.041
C -0.862 -1.754 5.208 0.009
C -0.162 -2.561 4.292 -0.172
N 0.917 -1.978 3.665 0.191
C 2.104 -2.592 3.327 -0.185
C 2.638 -3.514 4.244 0.002
C 3.890 -4.047 4.041 -0.037
C 4.628 -3.680 2.922 -0.017
C 4.091 -2.793 1.992 0.007
C 2.830 -2.257 2.160 -0.034
C 2.264 -1.399 1.017 -0.611
O 3.026 -1.136 0.088 -0.033
O 1.041 -1.024 1.091 -0.176
C -0.597 -3.878 3.994 -0.126
C 0.059 -4.712 2.926 -0.008
H -3.052 -5.988 5.087 0.086
H -1.492 -6.503 4.449 0.094
H -2.690 -5.782 3.372 0.093
H -3.232 -3.955 6.124 0.126
H -2.467 -1.655 6.606 0.120
H -0.499 -0.753 5.414 0.127
H 0.814 -1.011 3.379 0.168
H 2.076 -3.740 5.143 0.136
H 4.302 -4.738 4.765 0.122
H 5.614 -4.097 2.762 0.121
H 4.635 -2.528 1.095 0.127
H 0.855 -5.334 3.339 0.100
H 0.499 -4.087 2.148 0.077
H -0.672 -5.375 2.466 0.079
N 6.857 1.196 -5.214 0.185
C 5.615 1.708 -5.377 -0.493
O 5.266 2.314 -6.367 0.082
C 4.635 1.489 -4.245 -0.109
C 4.746 0.489 -3.289 0.014
C 3.735 0.344 -2.350 -0.103
N 2.676 1.154 -2.321 -0.008
C 2.578 2.132 -3.224 -0.116
C 3.524 2.322 -4.211 0.024
H 7.519 1.326 -5.961 0.123
H 7.164 0.739 -4.378 0.093
H 5.582 -0.197 -3.270 0.113
H 3.764 -0.435 -1.598 0.086
H 1.708 2.775 -3.150 0.104
H 3.413 3.092 -4.962 0.128


Record 4
102
Properties=species:S:1:pos:R:3:mulliken_spin:R:1 method="wB97M-V/def2-TZVPD" total_energy_ha=-4484.697861 spin_multiplicity=2 orbital_gap_ev="7.72 / 7.67" charge=+2
V 0.062 -0.127 -0.231 1.162
C -0.689 -3.885 -0.665 -0.009
Si -1.361 -2.213 -0.163 -0.156
C -2.043 -2.537 1.547 -0.050
C -2.924 -3.586 1.837 0.005
C -3.190 -3.934 3.149 0.000
C -2.558 -3.265 4.195 0.000
C -1.682 -2.231 3.928 0.003
C -1.441 -1.865 2.603 0.015
P -0.374 -0.463 2.180 0.092
C 1.157 -0.859 3.105 -0.005
C 1.906 0.034 3.867 -0.005
C 3.057 -0.391 4.516 0.000
C 3.474 -1.708 4.417 -0.001
C 2.731 -2.607 3.665 0.000
C 1.585 -2.186 3.014 -0.001
C -1.226 0.910 3.030 -0.003
C -2.568 0.775 3.387 -0.002
C -3.223 1.793 4.060 0.000
C -2.546 2.953 4.405 -0.001
C -1.222 3.111 4.026 0.000
C -0.576 2.110 3.316 0.006
C -2.389 -1.096 -1.302 -0.055
C -3.769 -0.870 -1.186 -0.007
C -4.422 -0.043 -2.076 0.008
C -3.722 0.616 -3.091 -0.009
C -2.364 0.429 -3.230 0.047
C -1.700 -0.417 -2.335 0.084
P -0.079 -1.169 -2.508 -0.050
C -0.243 -2.347 -3.882 -0.013
C 0.591 -2.244 -4.994 -0.005
C 0.374 -3.059 -6.095 0.002
C -0.671 -3.968 -6.098 -0.004
C -1.515 -4.058 -4.998 0.002
C -1.308 -3.248 -3.896 -0.006
C 1.303 -0.085 -2.939 -0.018
C 2.573 -0.656 -2.772 -0.009
C 3.705 0.086 -3.049 0.001
C 3.584 1.405 -3.475 -0.005
C 2.332 1.972 -3.647 0.002
C 1.190 1.226 -3.390 0.001
H -1.427 -4.666 -0.472 -0.001
H 0.155 -4.067 0.007 -0.001
H -0.324 -3.989 -1.682 0.002
H -3.399 -4.142 1.038 0.000
H -3.876 -4.743 3.364 0.000
H -2.751 -3.558 5.218 0.000
H -1.192 -1.707 4.739 0.000
H 1.598 1.056 4.000 0.000
H 3.618 0.313 5.117 0.000
H 4.363 -2.037 4.936 0.000
H 3.037 -3.642 3.594 0.000
H 1.017 -2.902 2.434 -0.002
H -3.111 -0.129 3.150 0.000
H -4.263 1.670 4.333 0.000
H -3.049 3.732 4.962 0.000
H -0.689 4.015 4.288 0.000
H 0.434 2.285 2.971 -0.001
H -4.333 -1.370 -0.407 0.000
H -5.493 0.091 -1.998 0.000
H -4.257 1.254 -3.781 0.000
H -1.823 0.909 -4.035 0.000
H 1.413 -1.542 -5.012 -0.001
H 1.026 -2.976 -6.954 0.000
H -0.837 -4.600 -6.959 0.000
H -2.340 -4.756 -5.001 0.000
H -2.001 -3.304 -3.066 -0.002
H 2.668 -1.680 -2.426 0.001
H 4.683 -0.363 -2.937 0.000
H 4.473 1.982 -3.693 0.000
H 2.241 2.990 -4.002 0.000
H 0.215 1.661 -3.549 -0.001
C 4.762 2.792 0.541 -0.001
N 3.972 1.563 0.498 0.000
C 4.549 0.340 0.629 0.008
C 3.854 -0.822 0.540 -0.006
C 2.462 -0.681 0.312 0.010
O 1.586 -1.584 0.139 -0.043
N 1.905 0.538 0.253 0.002
C 2.605 1.695 0.288 0.017
O 2.081 2.795 0.153 0.006
H 5.807 2.530 0.676 0.000
H 4.432 3.419 1.367 0.000
H 4.637 3.342 -0.389 0.000
H 5.616 0.353 0.802 0.000
H 4.325 -1.786 0.634 0.000
C 0.073 4.588 1.371 0.000
O -0.827 3.619 0.804 0.003
P -0.677 2.257 0.027 -0.020
O -0.526 2.706 -1.509 0.002
C -0.207 4.039 -1.943 -0.001
O -2.187 1.732 0.123 0.013
C -3.349 2.579 0.010 -0.002
H 0.144 5.428 0.684 0.000
H 1.055 4.160 1.533 0.000
H -0.376 4.914 2.304 0.000
H 0.808 4.292 -1.637 0.000
H -0.920 4.754 -1.536 0.000
H -0.279 4.040 -3.028 0.000
H -4.213 1.937 0.157 0.000
H -3.385 3.028 -0.983 0.000
H -3.320 3.348 0.778 0.000